This record from OMol25 describes a 2-piece molecular cluster, C9H12S2 overall. The level of theory is ωB97M-V/def2-TZVPD.

As for the expectation value of S²: 2.052. The energy relative to the best compared isomer or geometry (same formula, charge and spin) is 1.457 eV. The total charge is 0. Its HOMO energy (spin up / spin down) is -7.1 / -8.4 eV. For the energy, the calculation gives -1146.279121 Eh. Its spin multiplicity is 3. The value obtained for the HOMO-LUMO gap (spin up / spin down) is 6.1 / 7.0 eV.

Geometry as XYZ:
```
23
Properties=species:S:1:pos:R:3:forces:R:3
C -0.904213 0.074565 1.733284 -1.0 -1.0 -0.8
C 0.181078 2.147081 -3.216986 -1.6 0.3 -1.2
H 2.288290 -0.215619 1.541773 -0.4 -0.6 -0.1
H -1.767050 2.994013 -2.806331 -0.1 -0.4 0.1
C -1.088158 1.411444 -1.387128 1.2 -1.4 0.0
H 0.305802 -2.887744 0.343069 0.0 1.0 0.4
H -1.719754 1.206653 -0.540243 -1.0 0.9 -0.5
H -1.120068 -2.138520 -0.162616 -0.4 0.5 1.1
H 0.383064 2.642346 -4.217184 -0.2 -0.7 1.6
H 1.360389 -0.085037 2.941099 -0.9 -0.3 -0.5
C 0.063596 0.565128 -1.284892 1.0 0.6 -0.2
C -0.432066 -2.128359 0.706577 1.4 -1.6 1.6
C 0.533827 -0.150707 -0.216207 2.3 -0.1 -2.2
H -0.750007 -2.573697 1.734859 -0.3 0.7 -2.0
H -1.321444 -0.547092 2.581511 0.8 1.4 -0.5
C -1.051249 2.225020 -2.529587 1.2 0.8 0.2
H -0.522503 1.063321 1.821817 0.0 0.9 1.3
C 1.416418 -0.711848 2.023027 1.9 -0.3 0.7
H -1.692075 0.158873 0.999970 -0.7 -0.1 0.1
S 1.194070 0.943283 -2.602408 0.0 -0.3 0.4
H 1.787390 -1.708633 2.411115 -0.7 0.8 -0.8
C 0.203468 -0.703627 1.051243 -0.5 -2.5 0.9
S 2.651195 -1.580841 -0.925761 -2.0 1.4 0.6
```
Forces are in eV/Å.

---

This record from OMol25 describes C9H13Cl2ErI2NOP as an isolated structure. The level of theory is ωB97M-V/def2-TZVPD.

As for the expectation value of S²: 3.753. The total charge is +2. Its HOMO energy (spin up / spin down) is -14.5 / -14.5 eV. For the energy, the calculation gives -3352.414182 Eh. Its spin multiplicity is 4. The value obtained for the HOMO-LUMO gap (spin up / spin down) is 6.3 / 6.4 eV.

Geometry as XYZ:
```
30
Properties=species:S:1:pos:R:3:forces:R:3
C 3.410265 2.370381 3.553562 0.9 0.4 2.6
N 0.093604 -1.852717 0.981680 1.3 -0.4 0.8
P -1.080607 1.178718 -1.830175 -0.3 0.9 -1.4
I 0.206819 3.069682 2.139762 -0.5 0.1 0.4
H -3.409490 0.422700 -2.243595 0.0 0.3 -0.1
I 2.290292 2.102345 0.912954 -0.2 -0.5 -1.9
H 2.032366 -3.699587 3.762548 -0.1 0.1 0.0
C 0.529410 -2.186802 3.313973 -0.1 0.4 0.3
O 3.742491 2.519541 4.625000 -0.3 -0.2 -1.1
C 1.030109 -2.803885 0.652959 -0.9 0.8 0.7
H -3.004042 1.982776 -3.033723 -0.2 -0.2 0.2
Cl -1.193935 -2.482905 -2.112790 -0.3 0.5 0.7
H 0.536456 0.959978 -3.622702 -0.3 -0.1 0.0
Cl 2.877834 -4.661601 1.234941 -0.2 0.3 0.1
H -3.348602 1.941180 -1.274587 0.0 -0.1 -0.3
H -1.099628 1.367962 -4.249796 0.2 -0.1 0.3
C -0.539214 0.755352 -3.527753 0.3 -0.5 0.1
H 1.157632 -3.002736 -0.405550 0.0 -0.1 0.2
C -0.524289 2.894933 -1.672274 0.3 0.3 0.6
H -0.852317 3.308818 -0.710678 0.0 0.0 -0.3
Er -1.506041 -0.988228 -0.243979 -0.1 -0.5 -0.9
H 0.571962 2.924044 -1.665664 -0.2 0.0 -0.1
C -0.109357 -1.502870 2.291086 0.4 -0.7 -0.9
C -2.898153 1.391682 -2.114049 0.1 -0.1 0.4
C 1.734375 -3.453939 1.659007 0.1 -0.1 -0.2
H 0.275938 -1.956815 4.350289 0.2 0.0 -0.3
H -0.910751 3.511481 -2.497656 0.1 -0.3 0.2
H -0.719463 -0.310977 -3.724021 0.1 0.4 -0.1
H -0.778439 -0.644900 2.450175 0.1 -0.3 0.3
C 1.484775 -3.153613 3.001055 -0.3 0.1 -0.4
```
Forces are in eV/Å.

---

This record from OMol25 describes C9H13Cl3F2NO12V as an isolated structure. The level of theory is ωB97M-V/def2-TZVPD.

As for the expectation value of S²: 3.760. The total charge is +1. Its HOMO energy (spin up / spin down) is -12.2 / -12.2 eV. For the energy, the calculation gives -3831.959555 Eh. Its spin multiplicity is 4. The value obtained for the HOMO-LUMO gap (spin up / spin down) is 4.8 / 5.1 eV.

Geometry as XYZ:
```
41
Properties=species:S:1:pos:R:3:forces:R:3
C 1.001480 -36.879498 -2.309056 -1.3 1.8 0.3
Cl 4.971484 -36.743406 -7.909492 -0.2 -0.1 0.3
O -0.672132 -40.839889 -9.556059 0.7 2.9 -2.5
O -1.930661 -38.603726 -2.235750 0.7 0.1 1.0
C -0.441124 -36.983354 -8.018650 -1.1 0.6 0.0
H 1.604636 -37.418793 -3.039451 -0.1 -0.1 0.1
O -1.843425 -42.427308 -8.711999 1.8 -0.5 1.3
F -2.464068 -39.523147 -9.238567 0.2 0.5 0.2
H 2.705384 -37.826184 -6.338258 0.2 0.7 -0.4
H -2.764770 -42.518728 -10.401604 -0.4 0.5 -0.6
O 0.382150 -42.364408 -8.331427 -0.2 -0.1 0.2
H -1.171437 -36.969657 -7.209599 0.7 -0.1 0.5
C -0.076507 -35.890803 -2.966184 3.3 -0.7 0.7
Cl 3.572558 -36.312153 -4.697913 -0.3 0.5 0.1
O 1.681723 -36.462855 -8.585774 -0.5 1.0 1.2
C 4.916117 -37.812949 -6.470397 -0.2 -0.6 -0.2
H 5.087242 -38.817322 -6.857780 -0.1 0.0 0.0
C -2.013647 -40.557967 -9.973477 -0.7 1.3 -0.2
O 1.909861 -40.855738 -6.257454 2.6 -2.8 -3.0
O 0.089588 -41.676828 -5.108149 -0.5 -3.2 -0.8
Cl 0.835410 -40.483935 -5.410591 -1.7 5.2 3.5
O 0.824811 -35.326210 -6.852082 0.0 -2.4 -2.8
C -0.632384 -41.884620 -8.872518 0.0 -3.6 3.5
O 0.174506 -37.746764 -1.561307 -2.1 -0.4 -1.2
H 3.376392 -38.590594 -5.021188 0.9 -0.2 0.1
V 1.574126 -43.305392 -6.439801 -2.0 3.9 -0.5
C -1.078010 -37.782434 -2.255633 1.0 0.1 -1.2
C 3.586576 -37.763843 -5.699732 0.2 -0.2 -0.2
H -0.362355 -35.083494 -2.291903 0.2 0.0 0.0
C -2.721230 -41.782902 -9.598635 -1.3 -2.6 -0.6
F 1.835355 -36.208547 -1.464543 -0.2 -0.3 -0.1
O -1.116843 -36.768739 -3.199440 -0.7 -0.9 0.6
H 0.455439 -35.535090 -3.848563 -0.8 0.2 -0.4
H -0.982882 -36.427274 -8.783743 0.3 -0.3 -0.5
O -0.027431 -39.489807 -6.062474 1.7 -2.0 1.0
N 0.789151 -36.179109 -7.793020 0.5 0.8 1.7
O 1.436995 -40.017189 -4.170990 -1.2 -0.1 -1.6
H -3.710122 -41.749609 -9.141355 0.2 0.7 -0.1
H -0.156195 -37.987317 -8.333266 0.0 0.4 0.0
H -2.093710 -40.293238 -11.027810 0.6 0.0 0.1
H 5.791607 -37.542918 -5.879896 -0.4 0.0 0.3
```
Forces are in eV/Å.

---

This record from OMol25 describes a 5-piece molecular cluster, C9H13Cl8N overall. The level of theory is ωB97M-V/def2-TZVPD.

The energy relative to the best compared isomer or geometry (same formula, charge and spin) is 0.025 eV. The total charge is 0. Its HOMO energy is -9.6 eV. For the energy, the calculation gives -4087.005394 Eh. Its SMILES is c1ccncc1.ClCCl.ClCCl.ClCCl.ClCCl. The value obtained for the HOMO-LUMO gap is 10.1 eV.

Geometry as XYZ:
```
31
Properties=species:S:1:pos:R:3:forces:R:3
H 2.149089 -2.396433 1.484382 0.0 -0.2 -0.3
C 0.011053 4.250718 0.856146 0.1 0.0 -0.5
Cl 0.558627 3.715106 -0.759476 -0.1 0.1 0.1
C 1.420249 0.397637 0.028478 0.8 -0.4 0.1
C 0.057854 0.289900 -0.140843 -0.1 0.6 -0.1
H -1.612106 -1.030676 -0.071393 -0.2 0.1 0.4
Cl -2.456958 -4.040389 -0.577364 -0.1 -0.1 0.2
C 1.537593 -1.679067 0.948412 -0.1 0.3 0.6
N 2.169383 -0.556263 0.596023 -0.5 -0.3 -0.1
H -0.459352 1.114955 -0.614013 -0.2 -0.1 0.0
H 4.840009 -0.018425 0.926300 0.0 0.1 -0.1
H -0.904330 3.727438 1.100208 -0.1 0.1 -0.1
H -4.570330 -4.952768 -0.178310 -0.2 0.1 0.0
H -0.119274 5.320168 0.755953 -0.1 0.0 0.3
Cl 6.048505 1.903534 1.711728 -0.2 -0.4 -0.1
C 4.842796 0.560091 1.838726 0.5 0.7 -0.3
Cl 1.187677 3.896982 2.105652 0.2 0.0 0.2
Cl -4.919839 -2.598279 0.028179 -0.1 -0.2 0.0
Cl 5.250054 -0.529771 3.150063 -0.2 0.0 0.2
H 1.997329 1.233080 -0.348061 -0.3 0.3 0.1
Cl -2.804888 -0.449162 -2.646464 -0.2 0.2 -0.3
H -3.325909 1.030806 -4.463610 -0.1 -0.5 -0.1
C -0.587748 -0.870572 0.238433 0.2 -0.8 -0.5
H -1.580309 0.525093 -4.363993 0.0 0.2 -0.2
C -4.032444 -4.117535 0.250803 0.2 0.3 -0.1
H 3.900455 1.069540 1.977319 -0.2 -0.3 0.3
H -3.884113 -4.245698 1.315309 0.2 -0.1 0.0
C -2.471529 0.828898 -3.834813 0.1 0.6 0.8
H -0.230402 -2.896644 0.942044 -0.2 0.1 0.3
Cl -2.180688 2.425730 -3.031444 0.1 -0.6 -0.2
C 0.169546 -1.907994 0.775626 0.5 0.5 -0.4
```
Forces are in eV/Å.

---

- Among the records above, which one has the lowest energy?
  C9H13Cl8N

---

- Which value of total charge does entry 4 give?
  0

---

- The highest energy belongs to which entry?
  C9H12S2

---

- What is the formula in the third record?
  C9H13Cl3F2NO12V